This record from the Open Molecules 2025 dataset describes C21H22Cl4GeN4ORuS as an isolated structure. The level of theory is ωB97M-V/def2-TZVPD.

Each line ends with the Löwdin spin population.
Cartesian coordinates (Å):
C (1.035, 1.800, 3.883)  0.0096
H (4.305, 2.507, 4.467)  0.0004
C (-2.383, 1.464, 1.108)  0.0947
H (-3.613, 0.048, -1.792)  0.0039
C (3.409, 2.223, 3.935)  0.0102
C (0.208, -2.448, -1.585)  0.0361
H (-0.582, -4.684, -2.563)  0.0002
N (-0.616, -2.982, -0.682)  0.0082
H (0.284, -4.383, -4.071)  0.0005
H (-3.588, 2.586, 2.471)  -0.0013
C (2.208, 2.150, 4.585)  -0.0029
Ru (0.560, 0.539, -0.153)  2.0693
C (2.336, 1.532, 1.869)  0.0117
H (-0.503, -2.102, 1.240)  0.0021
H (-5.703, 1.138, -0.977)  -0.0032
H (0.789, -3.273, 0.855)  0.0015
Ge (0.569, 1.944, -2.366)  0.1891
C (-3.554, 2.037, 1.541)  0.0477
Cl (-1.242, 1.909, -3.543)  0.0745
C (-1.217, 1.629, 1.985)  0.0215
H (-1.398, -3.839, -3.908)  0.0006
Cl (-6.137, 2.686, 1.346)  0.1474
H (5.620, 2.251, 2.332)  0.0011
H (5.623, 1.681, -0.092)  -0.0005
N (0.066, -2.706, -2.877)  0.0216
H (0.098, 1.747, 4.419)  0.0005
C (3.522, 1.240, -0.112)  0.0168
N (-0.034, 1.234, 1.707)  0.0589
C (-0.268, -3.047, 0.731)  0.0060
C (-2.015, -3.287, -0.976)  0.0014
O (-1.389, 0.153, -0.673)  0.2200
C (-4.748, 1.932, 0.784)  0.2283
H (0.204, -2.052, -4.830)  0.0004
Cl (2.043, 3.060, -3.433)  0.0915
C (-4.777, 1.199, -0.423)  -0.0004
H (2.148, 2.362, 5.641)  -0.0004
H (-2.618, -2.832, -0.189)  0.0004
C (4.720, 1.643, 0.497)  -0.0021
Cl (0.006, 3.337, -0.644)  0.1353
H (-2.297, -2.857, -1.932)  0.0001
C (1.093, 1.525, 2.544)  0.0025
C (0.730, -1.890, -3.892)  0.0061
H (-1.404, 2.164, 2.915)  0.0001
C (-2.394, 0.718, -0.148)  0.1251
H (1.774, -2.188, -4.004)  0.0024
H (3.495, 0.951, -1.159)  -0.0002
S (1.543, -1.443, -1.080)  0.2152
C (4.710, 1.959, 1.826)  0.0250
N (2.378, 1.172, 0.541)  -0.0023
H (-0.858, -3.845, 1.176)  0.0000
C (-3.642, 0.598, -0.863)  0.1200
H (-2.207, -4.360, -0.982)  0.0002
C (3.498, 1.910, 2.556)  -0.0002
C (-0.456, -3.979, -3.380)  0.0025
H (0.669, -0.835, -3.626)  0.0031

Forces on atoms 1 to 3 (eV/Å):
0.15 0.06 0.05
0.05 0.01 0.02
0.12 -0.02 0.18

Summary:
- HOMO level (spin up / spin down): -12.93 / -14.52 eV
- ΔE to the lowest compared entry with this formula, charge and spin: 2.1 kcal per mole
- Spin multiplicity: 5
- DFT total energy: -150153.3700 eV
- Charge: +2



This record from the Open Molecules 2025 dataset describes C21H22ClI2N2O3OsS as an isolated structure at a distorted geometry. The level of theory is ωB97M-V/def2-TZVPD.

Each line ends with the Löwdin spin population.
Cartesian coordinates (Å):
C (9.813, -17.647, 6.183)  0.0936
C (11.280, -19.077, 2.886)  0.0054
C (9.406, -12.278, 5.553)  0.0075
H (14.435, -13.445, 2.138)  0.0009
H (16.045, -12.035, 3.394)  0.0003
I (13.945, -12.137, 9.507)  0.0436
H (8.898, -19.399, 5.340)  0.0017
C (12.159, -19.987, 2.328)  -0.0007
C (10.406, -10.075, 5.327)  0.0060
H (15.479, -12.753, 4.955)  -0.0001
H (11.850, -20.514, 1.441)  -0.0001
C (15.184, -12.449, 3.956)  0.0099
H (13.470, -14.758, 4.579)  0.0084
H (12.811, -14.656, 3.124)  0.0083
S (10.613, -17.184, 4.660)  0.3265
I (13.197, -13.571, 7.371)  0.1284
C (9.323, -10.891, 5.646)  0.0175
H (13.030, -18.235, 5.693)  -0.0001
C (14.642, -13.703, 3.223)  0.0107
C (8.995, -8.170, 5.654)  -0.0130
H (8.812, -7.103, 5.667)  -0.0009
C (10.232, -8.731, 5.320)  0.0240
H (10.637, -15.902, 7.168)  0.0029
H (14.297, -10.676, 4.731)  0.0025
H (13.934, -10.906, 3.163)  0.0060
O (11.581, -10.627, 4.969)  0.2318
H (10.327, -18.827, 2.453)  0.0030
H (8.044, -18.509, 9.446)  0.0038
C (13.335, -20.295, 2.979)  0.0000
Os (12.293, -12.355, 4.636)  2.3441
H (11.050, -8.111, 5.013)  0.0011
C (7.926, -8.982, 6.029)  0.0218
C (8.428, -19.071, 7.414)  0.0050
H (9.566, -16.526, 9.341)  0.0003
H (8.503, -12.841, 5.812)  -0.0009
C (9.449, -17.128, 8.461)  0.0156
N (14.081, -11.421, 4.062)  0.0027
C (12.810, -18.734, 4.751)  0.0127
C (11.606, -18.494, 4.113)  0.0613
H (7.818, -19.956, 7.520)  -0.0009
H (14.610, -19.919, 4.623)  0.0013
C (9.027, -18.818, 6.221)  0.0515
C (13.683, -19.649, 4.176)  0.0054
Cl (6.336, -8.313, 6.377)  0.0093
C (8.604, -18.256, 8.531)  0.1021
H (15.400, -14.512, 3.254)  -0.0002
O (10.397, -13.006, 5.169)  0.0788
H (7.265, -10.980, 6.340)  -0.0003
H (13.984, -21.029, 2.532)  0.0000
O (11.359, -15.909, 4.764)  0.2671
C (10.050, -16.792, 7.280)  0.0454
C (8.082, -10.342, 6.012)  0.0047
N (13.316, -14.097, 3.834)  0.0442

Forces on atoms 1 to 3 (eV/Å):
1.08 0.51 -0.63
-0.17 0.24 0.58
0.75 -1.97 -0.41

Summary:
- HOMO level (spin up / spin down): -16.29 / -16.42 eV
- Spin multiplicity: 5
- DFT total energy: -73254.2298 eV
- Charge: +3



This record from the Open Molecules 2025 dataset describes one molecule with the formula C21H22ClN3O2. The level of theory is ωB97M-V/def2-TZVPD.

Each line ends with the Mulliken charge.
Cartesian coordinates (Å):
H (-1.728, 3.320, 2.057)  0.5409
C (1.318, 2.951, 1.341)  -0.6786
C (-1.595, -1.675, -1.517)  -0.0033
H (1.821, 3.821, 1.775)  0.3547
C (2.039, -2.492, 1.238)  -0.8273
H (2.500, 0.204, -1.454)  0.6478
C (-3.456, -2.057, -2.959)  -0.6579
C (-2.313, 0.482, -0.524)  0.4551
C (2.522, -0.195, 0.669)  0.6049
C (3.333, 1.437, 2.329)  -0.8641
H (-3.799, -1.978, -3.989)  0.3727
H (0.417, 3.289, 0.831)  0.3492
C (2.131, 1.751, 3.253)  -0.9312
C (-0.049, 1.170, 2.396)  0.5331
C (2.377, -1.209, 1.620)  -0.2721
C (2.255, 2.219, 0.341)  -0.9531
C (-1.976, -2.382, -2.817)  -0.7714
H (2.496, -1.001, 2.670)  0.2659
C (2.013, -1.822, -1.037)  0.1008
H (-0.709, -0.519, 0.530)  0.6083
C (2.347, -0.531, -0.680)  -0.4288
H (-3.859, 1.749, -1.296)  0.5270
C (-1.879, 2.540, 1.325)  -0.2894
Cl (1.818, -2.197, -2.723)  -0.1952
N (0.983, 2.059, 2.424)  0.0831
H (-1.413, -1.959, -3.649)  0.3111
H (-3.487, 3.537, 0.333)  0.3985
O (-4.558, 0.019, -2.351)  -0.6600
C (-3.082, 1.647, -0.559)  -0.8429
H (-0.566, -1.315, -1.534)  -0.0888
H (-1.773, -3.450, -2.773)  0.3684
H (1.572, -3.819, -0.392)  0.4633
C (-1.094, 1.393, 1.353)  -0.2861
H (3.016, 2.913, -0.035)  0.3105
H (-1.723, -2.337, -0.651)  0.2527
H (1.666, 1.858, -0.501)  0.4521
C (-1.318, 0.367, 0.446)  -0.1037
O (-0.131, 0.253, 3.191)  -0.6449
H (3.942, 0.628, 2.732)  0.4544
H (-4.084, -2.791, -2.449)  0.2396
H (1.913, -3.251, 1.994)  0.3940
H (1.855, 0.896, 3.873)  0.4710
C (-3.616, -0.730, -2.237)  0.5232
H (2.354, 2.603, 3.903)  0.3665
C (1.842, -2.819, -0.093)  -0.5564
N (2.896, 1.097, 0.994)  -0.0078
N (-2.522, -0.557, -1.434)  0.1434
C (-2.869, 2.652, 0.365)  -0.9166
H (3.970, 2.322, 2.233)  0.3872

Forces on atoms 1 to 3 (eV/Å):
0.04 0.09 0.06
0.04 0.08 -0.29
0.25 -0.25 0.02

Summary:
- HOMO level: -8.12 eV
- ΔE to the lowest compared entry with this formula, charge and spin: 4.4 kcal per mole
- Spin multiplicity: 1
- SMILES: O=C(c1cccc(N2CCCC2=O)c1)N1CCN(c2cccc(Cl)c2)CC1
- DFT total energy: -43223.1452 eV



This record from the Open Molecules 2025 dataset describes C21H22F5IrN6O3S2Se as an isolated structure at a distorted geometry. The level of theory is ωB97M-V/def2-TZVPD.

Each line ends with the Löwdin spin population.
Cartesian coordinates (Å):
H (5.061, 2.181, -0.767)  0.0001
H (-4.109, 2.063, -2.894)  0.0004
C (-3.294, 2.135, -2.178)  0.0040
N (0.018, -0.668, -0.651)  0.2250
F (1.590, 3.199, 1.946)  0.0031
C (-1.182, -0.627, -2.708)  0.0916
C (2.446, -2.094, 2.858)  0.1046
O (2.847, -0.487, -1.327)  0.0335
C (-0.123, -0.248, -1.904)  0.0356
N (-2.139, 2.696, -2.862)  0.0488
C (-0.583, -2.047, 1.152)  0.0744
H (1.270, 4.952, -3.799)  0.0006
C (-1.049, 3.195, -2.230)  0.0385
H (1.002, 4.857, -2.042)  0.0017
H (-1.430, -4.496, 0.390)  0.0007
C (-1.420, -2.988, 1.912)  0.0050
S (3.166, 0.934, -1.369)  0.0096
C (-2.041, -1.914, -0.872)  0.0336
C (-3.036, -4.732, 3.362)  0.0055
H (1.846, 3.529, -2.874)  0.0015
C (-1.972, 2.798, -4.221)  0.0524
H (-3.052, 1.152, -1.780)  0.0026
Ir (1.492, -0.007, 0.846)  1.3097
Se (-0.741, 3.164, -0.420)  0.7123
C (1.069, 4.285, -2.964)  0.0027
H (5.109, 0.514, -0.118)  -0.0002
N (3.048, -2.776, 3.868)  0.0569
H (-2.787, -2.557, -0.426)  0.0006
H (2.429, -3.200, 4.542)  0.0020
N (0.639, -1.615, 1.658)  0.2911
N (-0.221, 3.644, -3.201)  0.0506
F (2.762, 1.961, 3.291)  0.0038
C (-0.894, -1.557, -0.116)  0.1131
C (-2.170, -1.464, -2.157)  0.0560
C (1.515, 2.293, 2.925)  0.0186
C (-1.853, -2.645, 3.193)  0.0054
H (-2.720, 2.466, -4.918)  0.0031
O (2.436, 1.597, -0.223)  0.0352
F (0.556, 0.306, 3.606)  0.0086
H (-3.000, -3.237, 4.900)  -0.0001
H (-3.575, 2.793, -1.360)  0.0027
H (-1.544, -1.700, 3.620)  0.0000
H (-3.034, -1.751, -2.744)  0.0022
H (-1.231, -0.280, -3.730)  0.0068
H (0.649, 0.411, -2.280)  0.0007
C (0.729, 1.047, 2.468)  0.0866
H (-3.666, -5.408, 3.925)  0.0004
H (-0.275, 3.657, -5.345)  0.0029
H (-2.869, -6.043, 1.671)  -0.0002
C (-2.595, -5.086, 2.095)  -0.0004
C (-0.771, 3.390, -4.430)  0.0479
S (3.424, -1.113, 1.817)  0.3182
H (3.915, -2.407, 4.219)  0.0069
C (-2.662, -3.512, 3.910)  0.0000
F (0.924, 2.884, 3.979)  0.0059
N (1.156, -2.293, 2.686)  0.0267
H (5.457, 0.812, -1.847)  0.0004
C (4.879, 1.132, -0.983)  0.0010
C (-1.788, -4.219, 1.373)  0.0059
O (2.925, 1.605, -2.624)  0.0038
F (-0.533, 1.520, 2.154)  0.0392

Forces on atoms 1 to 3 (eV/Å):
0.01 0.02 -0.02
0.03 -0.02 0.03
-0.20 -0.08 0.06

Summary:
- HOMO level (spin up / spin down): -4.96 / -6.62 eV
- Spin multiplicity: 5
- DFT total energy: -140657.9727 eV



This record from the Open Molecules 2025 dataset describes one molecule with the formula C21H22N2O3. The level of theory is ωB97M-V/def2-TZVPD.

Each line ends with the Mulliken charge.
Cartesian coordinates (Å):
C (-0.454, 2.706, -1.983)  -0.2045
H (-2.499, 3.576, -0.139)  0.4131
H (2.493, 1.224, -2.711)  0.4139
O (3.654, -4.380, -1.348)  -0.6051
N (-0.239, -0.614, 1.311)  0.2976
C (-1.219, 1.583, -1.686)  0.3465
C (-1.665, 0.982, 3.180)  -0.8804
O (-3.780, 0.690, 1.972)  -0.6897
C (0.206, -1.740, 0.611)  -0.1769
C (-0.379, -3.767, -0.548)  -0.8116
C (0.955, -3.993, -0.827)  -0.8111
H (-3.896, 2.554, 0.285)  0.4924
C (0.496, 0.343, 1.934)  0.3170
C (-2.676, 1.180, 2.055)  0.4587
O (1.707, 0.375, 1.970)  -0.7202
H (-0.804, 3.472, 1.880)  0.4358
H (0.309, 1.935, 3.314)  0.6055
C (-0.782, 2.444, 1.492)  -0.4926
N (-2.115, 2.008, 1.147)  0.2671
H (-3.229, 2.206, -2.054)  0.4405
C (1.928, -3.096, -0.386)  0.1319
C (4.378, -2.383, -0.275)  -1.3300
C (-2.656, 1.718, -1.261)  -1.1996
H (4.366, -2.298, 0.809)  0.3659
C (0.697, 0.198, -2.161)  -0.4854
H (-1.245, -0.523, 1.346)  0.0113
H (5.363, -2.709, -0.601)  0.3798
C (-0.630, 0.330, -1.790)  -0.2481
C (1.548, -1.969, 0.337)  0.0694
C (-0.757, -2.646, 0.168)  -0.7449
H (-0.125, 2.418, 0.618)  0.1430
H (1.458, 3.459, -2.566)  0.4128
H (1.135, -0.786, -2.238)  0.5017
C (-0.339, 1.450, 2.582)  -0.1300
H (-1.801, -2.467, 0.387)  0.4848
C (0.875, 2.578, -2.345)  -0.5594
H (1.269, -4.860, -1.388)  0.5044
H (4.161, -1.404, -0.697)  0.3091
H (-1.653, -0.043, 3.549)  0.3686
H (-1.131, -4.463, -0.889)  0.4003
H (-1.217, -0.555, -1.591)  0.5257
H (-1.967, 1.626, 4.009)  0.3318
C (1.456, 1.323, -2.428)  -0.6806
H (2.275, -1.259, 0.691)  0.7408
C (-2.834, 2.548, 0.020)  -1.0432
H (-3.085, 0.728, -1.096)  0.3452
H (-0.901, 3.688, -1.932)  0.3840
C (3.348, -3.385, -0.728)  0.9149

Forces on atoms 1 to 3 (eV/Å):
-0.01 -0.04 -0.04
-0.04 -0.02 0.02
0.10 -0.01 -0.03

Summary:
- HOMO level: -8.84 eV
- ΔE to the lowest compared entry with this formula, charge and spin: 12.5 kcal per mole
- Spin multiplicity: 1
- SMILES: CC(=O)c1cccc(NC(=O)[C@@H]2CC(=O)N(CCc3ccccc3)C2)c1
- DFT total energy: -31258.5194 eV